[1]
{
  "formula": "H6O3",
  "method": "the ωB97M-V functional and the def2-TZVPD basis",
  "elements": ["O", "H", "H", "O", "H", "H", "O", "H", "H"],
  "xyz": [[20.40509, -9.97650, -10.36074], [19.95678, -9.63593, -11.13486], [21.33237, -9.80599, -10.52598], [18.11652, -9.48253, -9.04633], [17.55830, -10.26010, -9.04372], [18.99179, -9.81613, -9.24342], [18.22634, -8.97205, -12.27991], [17.33833, -9.12492, -12.60288], [18.10839, -8.42521, -11.50319]],
  "s2": 0.750,
  "homo_lumo_gap_ev": [2.85, 11.32],
  "total_charge": -1,
  "spin_multiplicity": 2,
  "e_above_lowest_kcal_mol": 8.52
}

***

[2]
{
  "formula": "H6O3",
  "method": "the ωB97M-V functional and the def2-TZVPD basis",
  "elements": ["O", "H", "H", "O", "H", "H", "O", "H", "H"],
  "xyz": [[2.17116, 9.27485, 15.68997], [2.36055, 8.34634, 15.82499], [1.90715, 9.59390, 16.55295], [1.45379, 10.27809, 18.19587], [0.75855, 10.09525, 18.82788], [1.90706, 11.04223, 18.55206], [-2.32130, 9.95001, 20.43091], [-3.25815, 9.81222, 20.29107], [-1.94985, 9.98614, 19.54946]],
  "s2": 0.750,
  "homo_lumo_gap_ev": [3.43, 11.57],
  "total_charge": -1,
  "spin_multiplicity": 2,
  "e_above_lowest_kcal_mol": 3.70
}

***

[3]
{
  "formula": "H6O3",
  "method": "the ωB97M-V functional and the def2-TZVPD basis",
  "elements": ["O", "H", "H", "O", "H", "H", "O", "H", "H"],
  "xyz": [[-1.41657, 2.12523, 1.15160], [-2.16127, 1.53663, 1.27493], [-0.69509, 1.54956, 0.89803], [0.78583, 0.41802, 0.64286], [0.59077, -0.30064, 0.04144], [1.33384, 0.02193, 1.32038], [0.81550, -1.74471, -1.52298], [-0.02325, -2.18428, -1.38332], [0.77027, -1.42173, -2.42291]],
  "smiles": "O.O.O",
  "homo_lumo_gap_ev": 11.12,
  "e_above_lowest_kcal_mol": 6.60
}

***

[4]
{
  "formula": "H6O3",
  "method": "the ωB97M-V functional and the def2-TZVPD basis",
  "elements": ["O", "H", "H", "O", "H", "H", "O", "H", "H"],
  "xyz": [[-16.16817, 22.04492, 2.25020], [-16.90848, 22.48755, 1.97246], [-15.49413, 22.28489, 1.61357], [-12.83163, 21.75751, 0.47903], [-12.74270, 22.15084, -0.34353], [-12.72492, 22.49787, 1.07314], [-16.79438, 19.51668, 2.99979], [-16.39425, 18.97277, 2.32424], [-16.57716, 20.40450, 2.69677]],
  "smiles": "O.O.O",
  "homo_lumo_gap_ev": 10.94,
  "e_above_lowest_kcal_mol": 14.51
}

***

[5]
{
  "formula": "H6O3",
  "method": "the ωB97M-V functional and the def2-TZVPD basis",
  "elements": ["O", "H", "H", "O", "H", "H", "O", "H", "H"],
  "xyz": [[-3.33693, -2.39184, -5.25221], [-3.31704, -3.32407, -5.46854], [-3.81266, -2.34807, -4.42276], [-4.08497, -2.12708, -2.84149], [-3.37319, -2.76539, -2.88795], [-3.67571, -1.29384, -3.07484], [-2.38733, -1.39621, -6.87542], [-2.21443, -2.26541, -6.51369], [-3.11094, -1.05670, -6.34878]],
  "smiles": "O.O.O",
  "homo_lumo_gap_ev": 10.67,
  "e_above_lowest_kcal_mol": 42.65
}

***

[6]
{
  "formula": "H6O3",
  "method": "the ωB97M-V functional and the def2-TZVPD basis",
  "elements": ["O", "H", "H", "O", "H", "H", "O", "H", "H"],
  "xyz": [[-0.16080, 0.50421, -0.54851], [-0.53783, 1.29524, -0.16336], [0.57360, 0.28469, 0.02481], [1.37461, 0.16920, 0.55164], [1.22332, -0.72376, 0.86143], [2.14915, 0.10152, -0.00669], [-1.42145, -0.89792, -0.12628], [-2.32053, -0.59574, -0.25497], [-0.88006, -0.13747, -0.33803]],
  "homo_lumo_gap_ev": 8.81,
  "e_above_lowest_kcal_mol": 159.48
}

***

[7]
{
  "formula": "H6O3",
  "method": "the ωB97M-V functional and the def2-TZVPD basis",
  "elements": ["O", "H", "H", "O", "H", "H", "O", "H", "H"],
  "xyz": [[-25.31684, -15.40004, -2.02823], [-25.93699, -15.88754, -2.57044], [-24.54005, -15.30412, -2.57925], [-21.72562, -16.38692, -5.34663], [-20.83684, -16.56258, -5.65555], [-21.96737, -17.17055, -4.85295], [-22.91694, -14.75658, -3.22437], [-22.49379, -15.04794, -4.03201], [-22.23052, -14.28824, -2.74926]],
  "smiles": "O.O.O",
  "homo_lumo_gap_ev": 11.04,
  "e_above_lowest_kcal_mol": 6.37
}

***

[8]
{
  "formula": "H6O3",
  "method": "the ωB97M-V functional and the def2-TZVPD basis",
  "elements": ["O", "H", "H", "O", "H", "H", "O", "H", "H"],
  "xyz": [[-7.53102, 22.95940, -12.28540], [-8.00159, 22.54859, -13.03858], [-6.60597, 22.73632, -12.42094], [-9.43857, 22.91386, -10.21522], [-8.75727, 23.14275, -10.88250], [-9.84721, 22.11042, -10.54880], [-8.01835, 21.65127, -14.79283], [-7.45387, 22.18550, -15.36601], [-7.55829, 20.80694, -14.70424]],
  "smiles": "O.O.O",
  "homo_lumo_gap_ev": 10.79,
  "e_above_lowest_kcal_mol": 7.47
}